C5H8O | ωB97M-V/def2-TZVPD

Its SMILES is CC=C=C(C)O. The value obtained for the highest occupied orbital energy is -8.8 eV. For the relative energy (zero: lowest compared OMol25 entry of this formula, charge and spin), the calculation gives 45.29 kcal per mole. Its LUMO energy is 0.0340 Ha. The multiplicity is 1. The calculation puts the gap between HOMO and LUMO at 9.69 eV.

Atoms and positions in Å:
C: -0.1382 0.1612 -0.4513
C: -1.2837 -0.1968 -0.9652
H: -1.8326 -1.4923 0.6760
H: 1.2051 2.3062 1.0847
C: 0.8495 0.6039 0.2846
H: -2.5707 -1.9215 -0.8892
H: 2.9229 0.9983 0.0161
O: 0.5583 1.6005 1.2027
H: 2.5357 -0.1498 1.3136
C: -2.2597 -1.0912 -0.2489
H: -1.5858 0.2085 -1.9328
H: 2.4750 -0.6700 -0.3980
C: 2.2769 0.1531 0.2935
H: -3.1526 -0.5101 0.0140



C28H71N7O5PS | ωB97M-V/def2-TZVPD

Its net charge is +1. The value obtained for the highest occupied orbital energy is -10.4 eV. Its LUMO energy is -0.1002 Ha. The multiplicity is 1. The calculation puts the gap between HOMO and LUMO at 7.72 eV.

Atoms and positions in Å:
N: 2.3653 -2.5356 -4.6069
H: 2.0205 -3.4078 -5.0005
H: 2.2331 4.9812 -4.9735
C: -3.4107 -3.1922 1.7586
H: -3.2635 -1.2565 -2.8239
H: -0.6207 -0.8293 -4.6850
H: -4.7402 4.9376 1.6986
H: -0.4670 -1.2547 -1.2821
H: 4.3163 0.7445 2.6139
H: 1.4067 -1.4237 -6.0868
H: -6.8515 -2.4735 -4.8481
H: -3.6006 -0.7744 3.9466
H: -4.9794 -4.3795 -2.0750
H: -2.9464 -1.9585 -1.2374
H: -4.7631 3.2869 1.1005
C: 3.4082 -2.4904 3.6982
H: -2.2207 -4.1247 4.6246
H: -6.1898 -2.1633 -3.2478
H: -4.0863 4.3024 4.8880
H: -3.4247 -2.6937 -4.8364
H: -2.3824 4.2859 4.4825
C: 4.1405 0.0398 3.4486
H: -0.5686 -3.5936 4.9362
H: 6.2639 -0.8365 6.7013
H: 2.9268 0.1299 -5.1557
P: 5.5215 0.3248 4.6777
C: 4.0612 -1.4014 2.8118
N: 2.2461 -2.0071 4.5066
N: 5.0123 2.5090 -7.0080
C: -3.3807 4.4448 4.0697
H: -3.9092 -3.1520 0.7911
H: 4.0408 3.6166 -8.4822
H: 2.2562 2.5088 -7.4083
H: -2.3986 -3.5662 1.5872
H: 7.9327 0.5573 4.4877
C: 0.0457 -0.9703 -2.2030
C: 5.8949 -1.1788 5.7204
C: 4.1036 3.5959 -7.3901
H: -3.4417 5.4845 3.7422
H: -4.7077 2.0730 3.8575
N: -0.8846 -1.1984 3.5499
H: 1.4653 -0.4033 5.5883
C: -4.8115 3.8886 2.0129
N: -3.9740 -4.4481 -1.9287
H: 5.5709 5.1690 -7.5687
H: -0.3868 -2.5353 -5.0297
H: 4.9247 2.3783 -6.0022
C: 4.7089 4.9242 -6.9464
H: 2.1195 -2.6805 5.2713
O: -0.0497 -2.0555 -3.1083
H: -3.9655 -3.8751 2.4077
C: 2.7305 0.3600 4.0366
H: 3.9870 5.7382 -7.0447
H: 2.2682 -2.6685 -3.6026
H: -6.2013 4.3259 4.5169
C: 7.0942 0.8449 3.8363
H: 2.2002 3.7859 -3.6631
H: -2.7291 3.5065 2.2767
C: -1.8804 -2.0081 4.2679
H: -5.3450 -1.5493 -4.7057
H: 7.0907 1.9311 3.6858
C: -1.4277 -3.4659 4.2688
C: -6.5398 4.5807 3.5104
H: -6.2197 5.5931 3.2487
H: 5.0604 4.9002 -5.9148
C: -3.3396 -3.4259 -2.7725
C: 2.4410 -0.6791 5.1420
H: 3.0065 -3.2572 3.0107
H: 4.1547 -3.0277 4.2999
H: -2.2616 -3.6120 -2.7794
H: 1.3398 0.6946 -4.6453
C: -3.2898 -1.7927 3.6955
C: 2.7077 4.0760 -4.5846
H: 1.0919 -0.7808 -1.9508
C: -3.6252 3.4878 2.9053
H: 3.7516 4.2750 -4.3335
H: -1.1162 -3.8084 3.2815
H: 3.1665 -0.6565 5.9648
C: -3.8244 -3.5166 -4.2289
H: -3.4260 -4.4408 -4.6575
C: 1.4277 1.9704 4.5195
O: 2.6081 2.9935 -5.4920
S: -0.0888 2.0527 4.8943
C: 1.4601 -1.4471 -4.9943
H: -0.4230 -0.0634 -2.5951
H: 7.1954 0.3075 2.8764
O: -3.3654 -1.8725 2.2854
H: 5.0325 -1.8264 5.9268
C: 2.0602 -0.1191 -4.5425
C: 0.0314 -1.6879 -4.4782
H: 2.0256 4.2155 -7.0657
H: -4.5905 -1.8876 -1.8387
H: 5.0940 -1.7217 2.5967
N: 2.5963 1.7496 4.5518
H: -1.0047 -1.3860 2.5551
H: 4.6642 1.6359 -7.3965
H: -1.1376 -0.2134 3.6419
H: 3.5477 -1.3062 1.8367
H: -1.9025 -1.6761 5.3103
H: 2.0155 0.2222 3.2012
H: -4.0192 -2.4655 4.1625
O: -5.2296 -3.6089 -4.3808
O: -6.0853 3.6218 2.5701
H: 2.4033 -0.1445 -3.5072
H: -3.7390 -5.3668 -2.2957
C: 2.6788 3.3573 -6.8619
H: -3.8421 1.4771 2.6487
C: -5.9230 -2.3774 -4.2851
C: -3.5558 -2.0560 -2.1389
H: -7.6293 4.5517 3.5150
N: -3.7842 2.1255 3.4315
H: 6.7027 -1.7761 5.2593
H: 1.3513 -2.0116 3.9805



C6H15N3P | ωB97M-V/def2-TZVPD

Its net charge is +1. As for the expectation value of S²: 2.03. The value obtained for the highest occupied orbital energy (spin up / spin down) is -12.6 / -13.9 eV. For the relative energy (zero: lowest compared OMol25 entry of this formula, charge and spin), the calculation gives 0.00 kcal per mole. Its LUMO energy (spin up / spin down) is -0.2064 / -0.2699 Ha. The multiplicity is 3. The calculation puts the gap between HOMO and LUMO (spin up / spin down) at 6.96 / 6.57 eV.

Atoms and positions in Å:
H: 2.4490 1.3443 1.3863
N: -2.1742 -0.1321 -0.6382
H: 3.6591 1.8234 -1.0389
H: 2.2821 -0.7778 0.0008
H: -0.7801 -2.2445 1.5349
H: 0.5853 -0.1690 2.0903
C: -0.1159 -1.9067 0.6805
H: 1.9632 2.2145 -1.5752
H: 1.0681 0.1123 -1.0741
C: 1.8666 1.4691 0.3821
H: 1.0275 2.0126 0.8396
H: -3.5593 2.2595 -0.2624
H: -0.5437 0.3248 0.8729
C: 1.4770 -0.0071 -0.0219
C: -0.8654 -2.1042 -0.6129
H: 0.6677 -2.5383 0.4330
H: 2.9563 3.1735 -0.4890
P: -4.5181 1.3961 0.3462
C: 2.6391 2.1719 -0.7333
H: -0.2407 -1.5974 -1.4561
H: -1.1350 -3.0605 -0.8963
H: -2.8829 -1.9621 -0.1865
C: 0.2981 -0.4431 0.9785
N: -2.1158 -1.3848 -0.4675
N: -4.0079 0.0256 -0.0928



C42H49ClEuN12O3PS | ωB97M-V/def2-TZVPD

Its net charge is +1. As for the expectation value of S²: 15.76. The value obtained for the highest occupied orbital energy (spin up / spin down) is -8.5 / -9.6 eV. For the relative energy (zero: lowest compared OMol25 entry of this formula, charge and spin), the calculation gives 18.47 kcal per mole. Its LUMO energy (spin up / spin down) is -0.1178 / -0.1177 Ha. The multiplicity is 8. The calculation puts the gap between HOMO and LUMO (spin up / spin down) at 5.33 / 6.35 eV.

Atoms and positions in Å:
C: 2.8377 12.3842 16.3871
H: 1.6508 5.3497 19.7024
C: -0.3091 5.7104 22.4176
H: 3.8208 18.3134 21.2290
H: -0.7537 16.6806 17.2796
N: 0.6086 6.6072 23.2290
H: -0.5032 6.9043 19.3498
H: -2.4278 9.9266 14.0434
H: -1.3178 7.3665 20.7741
C: 4.6656 10.6379 16.4253
N: 0.4627 15.0233 17.1648
H: -2.2420 17.6151 20.4005
C: 3.4087 11.9965 21.3686
C: 1.9442 13.2328 17.0410
C: 2.8540 16.8978 20.0239
O: -1.1437 12.1236 17.7787
H: -5.2399 13.3020 22.6269
H: 3.2177 8.0171 21.3743
N: -0.0041 5.7293 20.9865
H: 3.3577 16.8355 22.1350
H: -2.9227 10.0390 20.8207
N: -0.7470 16.1629 20.1705
H: -1.3556 6.0552 22.6064
N: 1.2060 12.7534 21.0778
H: -4.5131 13.5167 15.0221
H: -2.6586 17.3247 22.8052
C: -1.7229 16.9041 22.3385
O: -2.4780 14.7511 18.0939
C: -4.9152 12.8063 21.6561
N: 2.3275 6.0549 21.5405
C: 1.9680 6.1176 22.9724
C: -1.6219 11.0404 15.7078
C: 2.3829 7.3967 20.9487
C: -1.9174 16.6531 20.8243
H: 1.7629 18.5744 22.8554
C: -2.9323 13.0085 16.4014
H: -1.5189 15.9966 22.9128
C: 2.3852 12.3607 20.5292
S: -3.2621 12.0948 21.9623
H: 2.8387 12.2627 15.2580
H: 2.5422 7.2871 19.8364
H: 3.1058 17.6016 19.2299
C: -0.2964 15.9686 16.6178
H: -2.6903 15.9147 20.6091
C: 1.3478 5.2835 20.7666
C: 5.1009 9.0260 14.6661
H: -1.1186 16.7508 14.7946
C: -3.6814 10.3852 21.5420
C: 2.2354 12.6315 23.1978
C: -5.8930 11.6897 21.2748
H: -5.6262 9.4907 21.4041
C: 3.0187 17.5502 21.3879
C: 6.7924 9.5317 16.0700
O: -2.4418 12.6211 20.7849
N: 0.5821 17.4763 21.6927
H: 3.6157 16.0905 19.9389
N: 3.3764 12.1393 22.6945
C: 1.0023 14.3041 14.9604
H: -0.2163 4.7127 22.8535
Cl: -4.5465 11.5118 12.9996
H: 1.1911 8.5514 23.4383
H: -0.8631 18.9035 22.1205
H: 1.3535 16.0544 18.8429
H: 1.9709 5.1062 23.3660
C: -1.8718 12.0843 16.6817
C: -0.3448 7.0528 20.4073
H: 1.5018 13.6555 14.1794
C: -5.1153 10.3692 20.9765
H: 7.8657 9.4990 16.2112
H: 3.1507 9.9444 15.0650
H: -6.5046 11.9041 20.3688
H: 6.4196 10.8749 17.7246
H: -0.5251 8.4004 23.0008
H: -4.7850 13.5836 20.8952
C: -0.6038 17.9102 22.4723
C: 1.7539 18.3137 21.8192
H: 2.6949 6.6655 23.5578
C: 3.7546 11.5731 17.1468
N: 6.3480 8.8896 14.9635
Eu: -0.6535 13.6352 19.4730
P: 0.7961 8.4550 20.9677
H: 0.2022 13.2883 22.8349
H: 2.1839 12.7027 24.2761
C: 4.2081 9.8771 15.3389
C: 0.4560 16.6235 20.5886
C: 1.1116 14.1541 16.3558
H: -4.2182 14.5579 17.0463
H: -6.6551 11.5596 22.1061
H: 1.4612 4.2630 21.0488
C: 5.9792 10.3706 16.8702
H: -0.2351 18.0328 23.4986
N: 0.2408 15.2532 14.3994
C: 3.5977 11.5912 18.5224
N: 1.7937 13.1817 18.3891
C: -3.7493 12.7439 15.2538
C: -0.4574 16.0228 15.2410
C: -2.4778 10.7864 14.6791
C: 0.4892 8.0099 22.7827
H: 4.7751 8.4482 13.8176
C: 2.5716 12.3886 19.1118
H: -3.5986 9.7576 22.4584
N: 1.5487 16.3052 19.8235
C: 1.1120 12.8737 22.4239
H: 4.2249 10.8892 19.1174
C: -3.5905 11.6659 14.3986
H: 4.2660 11.5492 20.9270
H: 1.5909 19.2630 21.2641
C: -3.1859 14.1705 17.2377
H: -0.7158 10.4236 15.9082
H: -5.0707 10.1624 19.8825



C24H42Cl3IrN4O3SSi | ωB97M-V/def2-TZVPD

As for the expectation value of S²: 6.02. The value obtained for the highest occupied orbital energy (spin up / spin down) is -5.3 / -7.3 eV. For the relative energy (zero: lowest compared OMol25 entry of this formula, charge and spin), the calculation gives 0.00 kcal per mole. Its LUMO energy (spin up / spin down) is 0.0073 / -0.0306 Ha. The multiplicity is 5. The calculation puts the gap between HOMO and LUMO (spin up / spin down) at 5.53 / 6.50 eV.

Atoms and positions in Å:
Ir: -0.4512 -0.0993 0.1276
C: 4.7622 -1.4772 1.5363
H: 1.0384 -1.1690 2.8087
H: 5.6657 -1.3044 0.9346
C: 0.6377 -0.9674 4.8985
H: 2.0034 1.9064 -4.1464
Cl: -0.3348 -2.3923 0.5543
H: 1.2987 3.5261 -4.2757
H: -5.6660 2.4991 -1.5457
C: 1.2350 -0.9960 -6.0363
C: -0.6709 -0.0422 3.3053
H: 2.9795 0.5924 -2.0953
H: -9.2211 0.6027 -1.8397
N: 3.8009 -0.4031 1.3348
H: -5.9752 -0.8258 0.8119
C: 1.5489 -1.0660 -4.5825
H: -6.8056 2.5056 -0.1679
O: -0.1115 1.9699 -0.5027
H: -8.9028 -1.0828 -1.4427
C: 1.1530 -1.4682 -2.1669
C: 0.7861 2.3186 -1.3275
H: -8.9437 0.1320 -0.1678
H: 2.5618 -3.6423 -1.9205
C: 5.4327 -1.7737 -1.9178
H: -4.7246 -0.8762 -0.4775
C: 3.4614 -0.3881 -2.0134
H: -1.4935 2.1907 -2.4796
H: 0.6899 -2.3531 -1.7105
C: -2.4914 0.8355 4.7259
H: -0.9723 -2.8358 -3.8360
N: 0.5876 2.4376 -2.6433
H: -2.7265 0.8250 5.7971
C: 4.2653 0.9178 1.7336
H: -1.3700 -1.2484 -3.1254
H: 1.7573 -1.7766 -6.6138
H: 4.6819 0.8329 2.7494
C: -0.4149 -0.3882 5.5200
H: 4.3405 -2.4478 1.2675
H: 1.8140 2.5467 -1.0006
H: 2.5825 -0.7966 -4.3240
H: -0.7263 -0.3002 6.5587
O: 0.7282 -0.3128 -1.5635
S: -1.4758 0.5407 1.9193
N: 0.4688 -0.7656 3.5308
C: -6.6426 2.1445 -1.1916
H: 3.4509 1.6400 1.7196
H: 2.5121 3.1855 -2.9975
O: 1.7008 0.2912 0.7804
H: 5.0784 -3.9058 -1.9435
Cl: -5.8239 -0.1397 -3.1657
H: 0.1572 -1.1238 -6.2313
H: -7.4157 2.6112 -1.8289
H: 5.0770 1.2370 1.0595
C: -0.7471 -1.7569 -3.8748
C: 1.6665 2.7784 -3.5612
H: -1.0579 -1.4172 -4.8651
H: 1.4810 -1.4968 5.3032
H: -0.7231 1.3420 -3.8580
H: 2.3221 -1.6709 0.6274
H: 5.0848 -1.4975 2.5888
C: -8.6063 -0.0525 -1.2017
Si: -6.7157 0.2802 -1.3202
C: 2.5489 -0.6236 0.8869
C: -5.8028 -0.9512 -0.2639
C: 2.6770 -1.5307 -2.0166
H: 1.5422 -0.0267 -6.4593
C: 3.2478 -2.7936 -1.9333
H: 5.4630 0.3957 -1.9419
C: 4.8523 -0.5002 -1.9466
H: -6.1355 -1.9622 -0.5525
H: -2.4273 1.8679 4.3596
C: -0.7233 2.2584 -3.2496
C: 0.6876 -1.4286 -3.6256
H: -3.2769 0.3089 4.1672
H: 6.5164 -1.8626 -1.8959
H: -0.8955 3.1211 -3.9061
N: -1.2069 0.1637 4.5328
Cl: -2.3541 -0.1514 -1.2142
C: 4.6346 -2.9113 -1.9258



Repeat the third record exactly.
C6H15N3P | ωB97M-V/def2-TZVPD

Its net charge is +1. As for the expectation value of S²: 2.03. The value obtained for the highest occupied orbital energy (spin up / spin down) is -12.6 / -13.9 eV. For the relative energy (zero: lowest compared OMol25 entry of this formula, charge and spin), the calculation gives 0.00 kcal per mole. Its LUMO energy (spin up / spin down) is -0.2064 / -0.2699 Ha. The multiplicity is 3. The calculation puts the gap between HOMO and LUMO (spin up / spin down) at 6.96 / 6.57 eV.

Atoms and positions in Å:
H: 2.4490 1.3443 1.3863
N: -2.1742 -0.1321 -0.6382
H: 3.6591 1.8234 -1.0389
H: 2.2821 -0.7778 0.0008
H: -0.7801 -2.2445 1.5349
H: 0.5853 -0.1690 2.0903
C: -0.1159 -1.9067 0.6805
H: 1.9632 2.2145 -1.5752
H: 1.0681 0.1123 -1.0741
C: 1.8666 1.4691 0.3821
H: 1.0275 2.0126 0.8396
H: -3.5593 2.2595 -0.2624
H: -0.5437 0.3248 0.8729
C: 1.4770 -0.0071 -0.0219
C: -0.8654 -2.1042 -0.6129
H: 0.6677 -2.5383 0.4330
H: 2.9563 3.1735 -0.4890
P: -4.5181 1.3961 0.3462
C: 2.6391 2.1719 -0.7333
H: -0.2407 -1.5974 -1.4561
H: -1.1350 -3.0605 -0.8963
H: -2.8829 -1.9621 -0.1865
C: 0.2981 -0.4431 0.9785
N: -2.1158 -1.3848 -0.4675
N: -4.0079 0.0256 -0.0928



Which of these has the highest multiplicity? C42H49ClEuN12O3PS



Which of these has the highest multiplicity? C42H49ClEuN12O3PS